Entry 1:
Entry from the Open Molecules 2025 dataset: C63H62MnN9OS3SeSi as an isolated structure at a distorted geometry (the ωB97M-V functional and the def2-TZVPD basis).

Cartesian coordinates (Å):
Mn -1.62443 0.06324 -0.22855
Se -4.93306 -6.70112 0.97904
N -5.06718 -5.11981 1.75554
C -4.20341 -4.28961 1.19426
C -4.05883 -2.90941 1.54612
C -4.75989 -2.29471 2.57757
C -4.58078 -0.93702 2.77911
C -3.74733 -0.22025 1.92302
N -3.04765 -0.77421 0.94549
C -3.17026 -2.12248 0.76158
C -2.37682 -2.69345 -0.25763
N -1.58980 -1.83570 -0.97893
C -0.75280 -2.37961 -1.85925
C -0.67255 -3.73913 -2.11951
C -1.54552 -4.61004 -1.47677
C -2.41405 -4.08745 -0.53240
C -3.39921 -4.86943 0.15965
N -3.64561 -6.14181 -0.09110
H -5.43273 -2.88357 3.18155
H -5.09750 -0.42316 3.57278
H -3.64738 0.84813 2.03109
H -0.13192 -1.68916 -2.41622
H 0.03526 -4.10692 -2.84718
H -1.57801 -5.66428 -1.70623
N -0.06331 0.61209 -1.30667
S 1.36662 0.73228 -1.61893
N 2.61943 0.19249 -0.66336
S 3.03122 0.36630 0.82032
N 2.17106 -0.21288 1.96224
S 0.94514 -1.32283 1.68141
N -0.18452 -0.93590 0.86444
C 1.96326 -2.72326 1.10775
C 2.08120 -2.98229 -0.24417
C 2.87049 -4.03759 -0.67234
C 3.53325 -4.82516 0.25456
C 3.44033 -4.53595 1.60594
C 2.65345 -3.48109 2.03579
C 0.54111 -1.85556 3.35528
C 1.33958 -1.59072 4.45098
C 0.97749 -2.10406 5.68481
C -0.17970 -2.85834 5.81526
C -0.97989 -3.10960 4.71170
C -0.61011 -2.61359 3.47338
C 3.47034 2.05614 1.24959
C 4.06790 2.84079 0.27454
C 4.46000 4.12969 0.58590
C 4.28444 4.61267 1.87325
C 3.73316 3.80158 2.85374
C 3.31604 2.51710 2.54629
C 4.65382 -0.39387 0.96148
C 4.97769 -0.92931 2.19833
C 6.25057 -1.41632 2.42340
C 7.19744 -1.36248 1.41146
C 6.86430 -0.83818 0.17128
C 5.59078 -0.34527 -0.05682
C 1.81655 2.45626 -1.98494
C 1.38021 3.41487 -1.08766
C 1.64191 4.75150 -1.33786
C 2.32848 5.11886 -2.48398
C 2.76425 4.15055 -3.37506
C 2.51717 2.80813 -3.12579
C 1.81896 -0.14120 -3.15292
C 3.03413 -0.78178 -3.31674
C 3.32642 -1.38358 -4.53145
C 2.40868 -1.34067 -5.56868
C 1.18332 -0.71741 -5.38675
C 0.88436 -0.11201 -4.17769
H 1.54870 -2.35798 -0.94361
H 2.96863 -4.25061 -1.72649
H 4.11136 -5.67649 -0.06937
H 3.97468 -5.13340 2.32824
H 2.57365 -3.26074 3.08842
H 2.22519 -0.98536 4.33319
H 1.60317 -1.91981 6.54516
H -0.46670 -3.24182 6.78302
H -1.87777 -3.69995 4.81086
H -1.19577 -2.80552 2.58690
H 4.21458 2.44084 -0.71574
H 4.89980 4.75589 -0.17344
H 4.58259 5.62095 2.11323
H 3.61987 4.17355 3.85964
H 2.86164 1.88362 3.29175
H 4.22468 -0.94785 2.96935
H 6.50286 -1.82412 3.39023
H 8.19721 -1.72539 1.59196
H 7.60082 -0.80286 -0.61688
H 5.32083 0.07992 -1.00956
H 0.82339 3.10105 -0.22087
H 1.31267 5.50925 -0.64518
H 2.50429 6.16180 -2.70117
H 3.28332 4.43792 -4.27770
H 2.85797 2.05011 -3.81731
H 3.73375 -0.81110 -2.49691
H 4.27462 -1.88029 -4.66871
H 2.65091 -1.79300 -6.51838
H 0.46206 -0.69785 -6.18750
H -0.06179 0.38080 -4.01121
C -3.79042 3.44284 0.17675
C -3.27311 3.67431 -1.24149
C -1.75485 3.62808 -1.33715
C -3.93908 2.68517 -2.16075
C -4.91755 3.21590 -2.97831
C -5.68055 2.44364 -3.83489
C -5.39897 1.09071 -3.88869
C -4.42179 0.50033 -3.11183
C -4.23060 -0.97791 -3.34047
C -4.72098 -1.75258 -2.12015
C -2.79266 -1.25197 -3.77415
C -3.65314 1.26690 -2.15036
N -2.77504 0.73239 -1.31468
H -3.43613 4.21751 0.85230
H -3.44205 2.47060 0.51806
H -4.87923 3.45818 0.16812
H -3.59243 4.67687 -1.55367
H -1.38612 2.65310 -1.02022
H -1.33447 4.39660 -0.69630
H -1.43256 3.80894 -2.36169
H -5.09147 4.28289 -2.93893
H -6.45392 2.88473 -4.44628
H -5.95997 0.46246 -4.56825
H -4.87459 -1.28016 -4.17296
H -4.26479 -1.35392 -1.22093
H -4.48977 -2.81111 -2.21002
H -5.80102 -1.64036 -2.03024
H -2.11074 -0.71683 -3.11697
H -2.65544 -0.88748 -4.79202
H -2.57640 -2.31768 -3.74830
C -2.69364 2.70130 3.48748
Si -1.13831 2.25126 2.43830
C -0.10301 1.32890 3.76107
C -0.20736 3.90748 2.10563
O -1.39157 1.45086 1.08763
H -2.38940 3.38683 4.27403
H -3.09414 1.81868 3.98075
H -3.49756 3.17835 2.93784
H 0.20686 2.00101 4.55561
H 0.78677 0.89018 3.33105
H -0.67025 0.52475 4.22184
H -0.32493 4.56569 2.96084
H -0.59113 4.43546 1.23801
H 0.86069 3.74606 1.96816

HOMO energy (spin up / spin down)   -8.37 / -9.23 eV
Charge   +1
Multiplicity   4
Orbital gap (spin up / spin down)   5.45 / 6.31 eV

=====

Entry 2:
Entry from the Open Molecules 2025 dataset: C63H67CsF3Ge2N6OPS5 as an isolated structure at a distorted geometry (the ωB97M-V functional and the def2-TZVPD basis).

Cartesian coordinates (Å):
Cs 0.36058 2.67760 2.55081
F 3.11158 5.13510 7.37741
C 1.92898 5.12790 8.01961
F 2.26398 4.86760 9.31871
F 1.50988 6.41070 8.04971
C 0.92818 4.14940 7.50951
C 0.45928 3.16370 8.35451
C -0.47392 2.24810 7.88641
C -0.85682 2.36030 6.55451
N -0.42012 3.27880 5.72981
C 0.45848 4.21100 6.15891
S 0.92878 5.41480 5.09121
H 0.82088 3.10280 9.37391
H -0.87602 1.47890 8.52981
H -1.56742 1.66080 6.12701
N -5.14802 3.63110 2.38311
C -4.07332 2.80750 2.39471
N -2.98372 3.51440 2.40681
C -3.41102 4.80000 2.39711
N -4.73392 4.90440 2.38701
C -2.51492 5.94020 2.41331
C -3.00322 7.23190 2.64961
N -2.20382 8.28280 2.68161
C -0.91012 8.05110 2.49461
C -0.42262 6.77180 2.25361
N -1.21952 5.72440 2.20191
H -6.13292 3.41750 2.36041
H -4.13202 1.73800 2.39121
H -4.05902 7.41170 2.81031
H -0.26262 8.91670 2.53851
H 0.62918 6.58560 2.09851
C -5.81342 -1.63640 3.17531
C -4.71772 -2.46030 2.55731
C -3.65562 -2.92020 3.31931
C -2.61382 -3.63960 2.75381
C -1.47732 -4.10780 3.61071
C -2.62802 -3.88810 1.37711
C -3.72652 -3.50250 0.61301
C -3.83132 -3.85590 -0.83959
C -4.75532 -2.78740 1.21121
C -1.48832 -4.62800 0.78321
C -1.51562 -6.01740 0.86361
C -0.43052 -6.76910 0.45251
C 0.69698 -6.11770 -0.00809
C 0.73308 -4.72720 -0.10109
C -0.38122 -3.96550 0.25061
Ge -0.36992 -1.92040 0.20771
S -0.14062 -1.22160 2.20071
S 1.26128 -1.18570 -1.24089
Ge -0.30192 0.36200 -1.88629
S -0.29292 2.30720 -1.04969
S -2.01172 -0.99220 -1.09829
C -0.10282 0.36850 -3.91799
C -1.07952 -0.15590 -4.76149
C -0.87742 -0.20620 -6.13899
C 0.29808 0.25520 -6.69639
C 1.25778 0.80640 -5.86979
C 1.05878 0.88730 -4.49309
C 2.10568 1.65560 -3.77039
C 3.32078 1.08130 -3.39849
C 3.58398 -0.38620 -3.54739
C 4.32698 1.88880 -2.87829
C 4.16458 3.25730 -2.75409
C 5.26688 4.14250 -2.24409
C 2.95858 3.81580 -3.15269
C 1.92998 3.04160 -3.65899
C 0.64398 3.69400 -4.05919
C -2.39412 -0.65080 -4.28709
C -3.40712 0.24810 -3.95619
C -3.13572 1.72230 -3.92679
C -4.66602 -0.24740 -3.64499
C -4.94122 -1.60370 -3.66469
C -6.31572 -2.12760 -3.35529
C -3.91612 -2.48530 -3.98059
C -2.64622 -2.02460 -4.28259
C -1.52662 -2.98170 -4.56459
C 2.03388 -4.14590 -0.51829
C 2.42148 -4.15890 -1.85619
C 1.49908 -4.64460 -2.93759
C 3.68298 -3.69870 -2.20959
C 4.56778 -3.22530 -1.25789
C 5.93108 -2.71930 -1.63809
C 4.16848 -3.22190 0.07141
C 2.92058 -3.68170 0.46111
C 2.53708 -3.67980 1.90821
H -5.56962 -1.39040 4.20701
H -6.76552 -2.17210 3.15901
H -5.94452 -0.70930 2.61801
H -3.62512 -2.69680 4.37831
H -1.76872 -4.14020 4.65971
H -0.65242 -3.40020 3.50361
H -1.12332 -5.09100 3.30281
H -3.01272 -4.50390 -1.14519
H -3.79022 -2.94800 -1.43999
H -4.77902 -4.36130 -1.03959
H -5.59152 -2.46830 0.60191
H -2.39982 -6.50460 1.26031
H -0.45202 -7.85130 0.51991
H 1.57618 -6.68480 -0.29649
H -1.65762 -0.61230 -6.77349
H 0.45788 0.20580 -7.76719
H 2.17658 1.20040 -6.28769
H 2.90488 -0.84420 -4.26289
H 3.43038 -0.88550 -2.59069
H 4.61368 -0.55980 -3.86279
H 5.26338 1.43010 -2.58299
H 6.07628 3.55800 -1.80939
H 4.88408 4.82770 -1.48889
H 5.67578 4.74380 -3.05929
H 2.81798 4.88490 -3.07099
H 0.77158 4.76820 -4.18439
H -0.07862 3.52790 -3.25709
H 0.24118 3.26520 -4.97579
H -2.50772 2.01930 -4.76779
H -2.59762 1.97730 -3.00979
H -4.06192 2.29610 -3.94629
H -5.45212 0.44510 -3.37459
H -6.98172 -1.32320 -3.04929
H -6.27522 -2.86290 -2.55229
H -6.74532 -2.61480 -4.23369
H -4.10812 -3.55250 -3.97549
H -1.84372 -4.01030 -4.40169
H -0.68732 -2.76580 -3.90529
H -1.16942 -2.88000 -5.59069
H 0.47898 -4.72510 -2.57209
H 1.81468 -5.62480 -3.30399
H 1.52128 -3.95090 -3.77669
H 3.96548 -3.69700 -3.25489
H 6.11738 -2.85950 -2.70149
H 6.70398 -3.24530 -1.07509
H 6.01348 -1.65610 -1.41139
H 4.85238 -2.84930 0.82471
H 3.40798 -3.52380 2.54291
H 2.05128 -4.61370 2.18901
H 1.82408 -2.87460 2.10251
C 2.90348 0.32190 1.13421
P 3.74128 1.50430 2.21081
C 4.76638 0.51670 3.36751
C 4.96598 2.37970 1.16921
O 2.86128 2.44980 2.91601
H 3.57828 -0.40560 0.69291
H 2.40748 0.87040 0.33051
H 2.14118 -0.20430 1.71771
H 5.42618 -0.16050 2.83481
H 4.09478 -0.04620 4.01261
H 5.34838 1.20470 3.97931
H 5.68518 1.70380 0.71821
H 5.47448 3.11770 1.78881
H 4.40158 2.88940 0.38991

HOMO energy   -2.49 eV
Charge   -2
Orbital gap   5.93 eV

=====

Entry 3:
Entry from the Open Molecules 2025 dataset: a 15-piece molecular cluster, C63H97F8N3O39 overall at a distorted geometry (the ωB97M-V functional and the def2-TZVPD basis).

Cartesian coordinates (Å):
C -3.00447 3.35386 -8.27474
C -3.16485 4.85591 -8.13692
C -1.78017 5.35484 -7.62303
C -0.68043 5.52585 -8.69758
C -1.16467 6.38517 -9.89214
C -2.55297 5.91240 -10.52724
N -3.45752 5.50511 -9.41410
O -4.73163 5.12480 -9.90974
C -3.10158 7.14512 -11.29058
C -2.42460 4.77219 -11.52581
C -4.26739 5.12266 -7.12660
H -3.91799 2.89969 -8.65856
H -2.91930 2.98343 -7.25316
H -2.19227 2.87544 -8.82203
H -1.79016 6.20617 -6.94241
H -1.39615 4.53277 -7.01901
H -0.35833 4.54910 -9.05854
H 0.24724 5.79676 -8.19345
H -0.30820 6.26717 -10.55594
H -1.23597 7.44554 -9.64999
H -3.36352 7.99650 -10.66238
H -2.35983 7.63833 -11.91879
H -3.91044 6.89518 -11.97716
H -3.33494 4.27068 -11.85423
H -1.85422 5.00720 -12.42444
H -1.89359 3.95359 -11.04001
H -5.19608 4.65982 -7.46042
H -4.36334 6.19513 -6.95725
H -3.89286 4.64544 -6.22102
H -5.20689 5.94786 -9.77447
C 2.83927 1.27521 0.37489
C 1.99978 0.13905 0.96799
C 1.36093 0.74024 2.30465
C 0.11854 1.65002 2.04125
C -0.85662 0.93596 1.07869
C -0.30797 0.46093 -0.26496
N 0.88887 -0.37660 0.04679
O 1.43188 -0.88947 -1.16521
C -1.44713 -0.43611 -0.88777
C -0.07172 1.72682 -1.17131
C 2.81901 -1.04154 1.48688
H 2.31904 2.23305 0.37464
H 3.14466 1.13704 -0.66229
H 3.73657 1.49970 0.95158
H 1.20454 -0.02713 3.06280
H 2.10093 1.43021 2.71018
H 0.38557 2.66186 1.73636
H -0.44207 1.85989 2.95217
H -1.71018 1.60688 0.98177
H -1.21813 0.05127 1.60284
H -1.17569 -0.67031 -1.91713
H -1.52718 -1.36821 -0.32841
H -2.43093 0.02921 -0.82705
H 0.37378 2.49627 -0.54078
H 0.64962 1.46090 -1.94399
H -0.99232 1.99968 -1.68722
H 2.25956 -1.74133 2.10769
H 3.70022 -0.77075 2.06848
H 3.11240 -1.66884 0.64513
H 1.79992 -0.04371 -1.43140
C -3.23306 -2.92801 8.29027
C -2.51035 -3.75839 7.10503
C -0.99596 -3.23263 7.06842
C -0.09147 -4.11851 6.29744
C -0.06574 -5.58319 6.83130
C -1.55510 -6.19095 6.89112
N -2.56577 -5.21466 7.46161
O -3.86684 -5.64025 7.54080
C -2.00055 -6.82667 5.53716
C -1.35672 -7.30867 7.94850
C -3.12516 -3.38215 5.76553
H -4.26519 -3.23027 8.46766
H -3.29308 -1.86813 8.04302
H -2.68854 -2.95433 9.23415
H -0.93714 -2.24002 6.62192
H -0.61311 -3.13510 8.08431
H 0.94074 -3.77386 6.23534
H -0.46427 -4.15640 5.27388
H 0.44897 -5.58489 7.79210
H 0.62510 -5.97532 6.08493
H -1.93834 -5.99129 4.83976
H -1.39689 -7.59875 5.06010
H -3.01290 -7.23026 5.51851
H -0.80173 -8.14470 7.52293
H -0.84069 -6.99965 8.85754
H -2.30936 -7.72707 8.27332
H -2.63269 -3.87147 4.92521
H -3.18322 -2.30278 5.62516
H -4.10473 -3.86021 5.76444
H -3.94779 -5.73839 8.49232
C -6.45599 -6.49402 0.16830
C -7.16245 -5.63596 -0.85727
O -7.05103 -4.30472 -0.49391
C -6.02557 -4.25925 0.40851
O -5.64099 -3.29463 1.00335
O -5.59418 -5.48374 0.64728
H -5.97266 -7.31330 -0.36394
H -7.06006 -6.79581 1.02394
H -8.17574 -5.98831 -1.05008
H -6.85176 -5.85585 -1.87864
C 2.07554 7.38433 -2.35493
C 3.08723 8.44144 -2.11541
O 2.64691 9.55714 -2.83874
C 1.65793 9.21116 -3.61716
O 1.16306 9.91588 -4.49162
O 1.34734 7.93283 -3.41698
H 1.44355 7.13770 -1.50179
H 2.41755 6.39594 -2.66186
H 4.09611 8.21001 -2.45703
H 3.16231 8.62123 -1.04297
C 10.67174 0.20441 -0.16000
C 9.20244 -0.03219 -0.56445
O 8.78411 -0.89995 0.40586
C 9.59808 -1.00506 1.40101
O 9.25996 -1.58972 2.42594
O 10.70198 -0.35437 1.15428
H 10.86715 1.27652 -0.13818
H 11.44594 -0.37248 -0.66587
H 9.21676 -0.44725 -1.57223
H 8.67418 0.91957 -0.62089
C 6.07892 -5.02110 6.29478
C 5.88107 -4.23373 7.56418
O 5.22346 -5.10314 8.39264
C 5.18396 -6.36897 7.84187
O 4.69239 -7.38541 8.34435
O 5.83793 -6.33771 6.73818
H 7.01864 -4.96512 5.74531
H 5.35996 -4.71398 5.53526
H 5.17945 -3.40249 7.49442
H 6.83465 -3.88629 7.96177
C 6.05889 3.99020 -6.74396
C 5.77491 4.06232 -5.31757
O 4.73692 3.05357 -5.13812
C 4.06827 3.00032 -6.30254
O 3.02123 2.37994 -6.53648
O 4.76426 3.70696 -7.25008
F 5.17509 5.22884 -5.27510
H 6.78110 3.22685 -7.03347
H 6.48354 4.90418 -7.15918
H 6.68885 3.91232 -4.74284
C -4.09201 -3.17104 -5.84468
C -2.92532 -3.23797 -6.82563
O -2.79263 -4.59845 -7.16094
C -3.65148 -5.34560 -6.36961
O -3.80055 -6.53175 -6.48701
O -4.20861 -4.54816 -5.41822
F -1.85336 -2.83353 -6.19568
H -4.93901 -2.67079 -6.31419
H -3.98470 -2.48477 -5.00467
H -3.05061 -2.61012 -7.70780
C -8.27715 1.12247 -2.63545
C -9.31061 2.13772 -3.05257
O -9.74899 1.79490 -4.25630
C -8.71041 1.26181 -4.86547
O -8.64832 1.14035 -6.05318
O -7.79413 0.86809 -3.95109
F -8.83157 3.41150 -3.00982
H -8.67200 0.18832 -2.23598
H -7.57105 1.52289 -1.90800
H -10.17903 1.96466 -2.41697
C -6.46512 1.90258 3.90695
C -6.02439 3.14379 4.69914
O -5.42189 3.83261 3.56525
C -5.95408 3.46309 2.43429
O -5.60246 3.90995 1.29435
O -6.79241 2.41180 2.62399
F -5.13595 2.84931 5.58195
H -7.35095 1.39523 4.28905
H -5.63433 1.19824 3.86454
H -6.74745 3.84947 5.10814
C 5.79117 -6.60910 -1.79683
C 7.21586 -7.04675 -2.13148
O 7.68413 -7.55866 -0.91396
C 7.13817 -6.78182 0.03647
O 7.49972 -6.87137 1.20747
O 6.05542 -6.20677 -0.43724
F 7.87756 -5.97074 -2.60197
H 4.93286 -7.25338 -1.98738
H 5.65234 -5.68290 -2.35451
H 7.30118 -7.83915 -2.87507
C 2.00471 2.82395 9.96495
C 0.91336 3.77262 9.43390
O 0.06188 3.87481 10.59361
C 0.37042 2.82742 11.37924
O -0.29175 2.57621 12.40191
O 1.27318 1.98918 10.85236
F 0.31541 3.04860 8.41236
H 2.60938 3.60148 10.43178
H 2.60002 2.21646 9.28329
H 1.27742 4.74089 9.09038
C -0.07768 -5.49486 0.53235
C -0.62122 -5.87767 -0.84350
O -1.16621 -7.21117 -0.74975
C -0.62981 -7.73962 0.33512
O -0.83806 -8.88148 0.68039
O 0.16266 -6.87115 0.91501
F 0.43630 -5.99500 -1.71985
H -0.89841 -5.04201 1.08861
H 0.78415 -4.83759 0.41690
H -1.24298 -5.09867 -1.28471
C 5.60436 5.69459 5.52154
C 6.27800 4.74987 4.48617
O 5.45138 4.90905 3.38863
C 4.45944 5.74038 3.54594
O 3.55591 5.96113 2.74314
O 4.67262 6.43494 4.67720
F 6.24164 3.43146 4.75776
H 6.36488 6.29902 6.01588
H 4.96313 5.12258 6.19217
H 7.30868 4.97260 4.21012

HOMO energy   -7.71 eV
Orbital gap   7.21 eV

=====

| no. | calculated total energy (eV) |
| --- | --- |
| 1 | -218835.19926 |
| 2 | -262616.78602 |
| 3 | -172955.77896 |